No. 1
DFT (the ωB97M-V functional and the def2-TZVPD basis) results for a cluster of 8 separate species, C17H34BrCl14O3S in total.

```
70
Properties=species:S:1:pos:R:3:forces:R:3
Br -1.412 -0.948 2.451 -0.0097 -0.0312 0.0328
Cl 1.448 4.635 0.561 -0.0637 -0.0381 0.0077
Cl 4.857 -5.720 -3.910 0.0234 -0.0157 -0.0030
Cl 1.904 3.226 -5.682 0.0033 0.0394 -0.0023
Cl 1.827 6.149 3.565 0.0043 0.1024 0.0031
Cl -3.316 -6.065 -1.930 0.0523 -0.1010 -0.0585
Cl -2.193 7.839 -3.586 -0.0298 0.0114 -0.0091
Cl 4.430 -7.145 -0.846 0.0151 0.0058 0.0015
Cl 2.558 -0.246 -1.884 -0.0092 -0.0592 -0.0737
Cl -4.265 -3.437 1.225 -0.0325 0.0112 -0.0425
Cl 1.781 5.745 -3.345 0.1779 0.0236 -0.1339
Cl -6.699 -5.924 -2.215 -0.0089 -0.0163 0.0134
Cl -2.545 -4.154 4.072 -0.0558 -0.0664 0.0676
Cl 1.024 -3.213 -1.125 -0.0080 -0.0919 -0.0511
Cl -2.522 5.711 -0.940 -0.0199 0.0002 -0.0201
S 1.524 1.195 3.897 0.5001 0.5264 -0.1704
O 1.462 0.266 5.015 -0.0659 -0.1854 -0.2280
O 2.647 2.147 3.982 -0.1930 -0.5773 0.0261
O 1.380 0.597 2.566 0.1514 0.0741 0.3302
C -1.241 1.769 3.537 0.5637 -0.0201 0.3812
C 3.564 -6.845 -3.422 -0.0657 -0.0497 -0.0592
C 2.885 4.873 2.883 -0.1870 -0.1650 -0.0821
C -5.550 -4.573 -2.415 -0.0096 0.1252 0.0211
C 2.089 3.072 -3.912 0.0312 -0.1033 0.0677
C 1.966 -2.169 -0.013 0.1258 0.0084 0.1635
C 1.242 4.054 -3.151 -0.1521 -0.0766 0.1269
C 2.995 4.987 1.386 0.2329 0.1508 0.0490
C -3.196 -5.320 2.895 0.0152 -0.0292 0.0585
C -1.029 6.524 -1.486 -0.0091 -0.0345 0.1304
C -1.297 7.896 -2.043 0.0929 0.0756 0.0537
C -1.613 0.334 3.907 -0.3585 0.2749 0.0134
C -4.251 -5.022 -3.032 0.0142 0.1291 -0.0799
C 0.109 2.268 4.093 -0.8152 0.0959 -0.2075
C 1.802 -0.710 -0.321 -0.0457 0.1687 0.1118
C -3.134 -4.791 1.486 0.0624 -0.1211 -0.0757
C 3.149 -6.653 -1.986 -0.1068 0.0414 0.0320
H 2.484 3.904 3.190 0.1648 0.1347 -0.0055
H 3.300 5.985 1.079 -0.0653 0.0187 -0.0286
H -1.999 2.402 4.001 -0.1238 0.1421 -0.1502
H -2.590 -6.221 2.973 0.0249 0.0134 -0.0516
H 2.713 -6.653 -4.074 -0.0111 0.0449 0.0293
H 3.728 4.270 1.020 -0.0856 -0.0939 0.0300
H -1.871 8.502 -1.347 -0.0620 -0.0323 -0.0270
H 0.757 -0.424 -0.363 -0.0545 0.0042 -0.0277
H 0.350 3.211 3.610 0.0750 0.0646 -0.1096
H -0.550 5.888 -2.220 -0.1049 0.0233 -0.0019
H 3.869 4.994 3.333 -0.0030 0.0364 -0.0129
H -0.375 6.600 -0.618 -0.0040 0.0167 0.0020
H -6.029 -3.842 -3.064 0.0096 -0.0284 -0.0349
H -4.413 -5.572 -3.956 -0.0260 -0.0703 0.0506
H 0.201 4.003 -3.463 0.0243 0.0214 -0.0711
H -0.351 8.395 -2.245 0.0174 -0.0550 -0.0338
H 3.920 -7.857 -3.600 0.0520 0.0161 0.0269
H 1.300 3.828 -2.088 0.0581 0.0078 0.0171
H 3.144 3.187 -3.678 -0.0028 0.0411 -0.0288
H -2.669 0.286 4.148 -0.1064 -0.1005 -0.0767
H 2.894 -5.617 -1.780 0.0536 0.0372 0.0134
H 3.006 -2.480 -0.072 -0.0270 -0.0157 -0.0880
H 2.280 -7.272 -1.772 0.0158 -0.0324 -0.0254
H -3.630 -4.154 -3.248 -0.0070 0.0221 0.0668
H -3.417 -5.573 0.784 -0.0338 -0.0130 0.0437
H -5.390 -4.123 -1.438 0.0137 -0.0650 0.0229
H -0.008 2.481 5.153 0.2453 -0.1094 0.1715
H 2.281 -0.117 0.451 -0.0091 0.0201 0.1479
H -1.275 1.940 2.465 -0.0732 -0.1687 -0.1075
H 1.778 2.065 -3.641 0.0063 -0.0042 -0.0247
H -2.134 -4.445 1.235 -0.0179 0.0977 0.0391
H -1.065 -0.019 4.773 0.3201 -0.1918 -0.1515
H 1.598 -2.362 0.993 -0.0712 0.0772 0.0035
H -4.216 -5.560 3.184 -0.0119 0.0582 -0.0022
```
Forces are in eV/Å.

Output
Kohn-Sham gap: 7.77 eV
LUMO level: 1.811 eV
2S+1: 1
strongest force on any atom: 0.8 eV/Å
charge: -1
highest occupied orbital energy: -5.960 eV

Here are the Mulliken charges for atoms 1 to 5, given in e: -0.17, -0.15, -0.19, -0.21, -0.23

---

No. 2
DFT (the ωB97M-V functional and the def2-TZVPD basis) results for a cluster of 7 separate species, C17H34BrN4O24S6 in total.

```
86
Properties=species:S:1:pos:R:3:forces:R:3
Br 5.401 4.107 2.611 0.0748 0.0558 0.5962
S 0.030 2.624 -5.080 0.0890 -0.3025 -0.6971
S -0.001 -1.464 9.024 -0.3091 0.2151 0.2139
S -3.872 -5.907 1.067 -0.5242 -0.4506 -0.2000
S -3.182 -6.343 -4.677 0.3714 0.3427 0.3055
S -0.110 -1.423 -0.504 -0.0239 0.7837 -0.4293
S -0.731 6.310 -4.380 -0.3070 0.4805 -0.3414
O 0.071 1.039 -5.398 0.4877 0.2725 0.2197
O -3.842 -7.484 0.769 -0.0139 0.4270 -0.2112
O -3.394 -5.200 -3.571 0.1602 -0.0923 -0.4933
O 0.885 -0.786 -1.586 -0.1631 -0.0560 0.6432
O -1.804 7.511 -4.317 0.1467 -0.2968 -0.3336
O -0.510 -2.778 8.929 0.0946 -0.0557 0.1063
O -3.565 -5.818 -5.938 -0.2176 -0.1410 -0.0121
O -1.355 5.170 -4.957 0.0893 2.6372 0.7935
O 0.578 -1.502 0.743 0.0138 -0.1578 0.0089
O -3.109 -5.256 0.062 0.2498 0.0960 0.2021
O 0.174 -0.863 7.529 0.1610 0.3182 0.2376
O -1.189 -0.489 9.498 0.0829 -0.3671 -0.4752
O -3.699 -7.567 -4.178 -0.0546 -0.0894 -0.2033
O -5.429 -5.662 0.765 0.2505 -0.2221 0.4010
O 1.170 -1.148 9.757 0.1450 -0.1187 -0.1504
O 0.736 2.846 -3.861 -0.2981 -0.0402 0.0520
O -0.047 6.249 -3.138 0.0558 -0.2419 -0.0256
O -1.576 -6.408 -4.613 -0.3352 -0.1611 0.2931
O -0.767 -2.536 -1.078 0.0443 -0.2395 0.3059
O -3.642 -5.692 2.449 0.1239 0.2679 -0.0439
O 0.960 3.104 -6.296 -0.4108 -0.2256 0.0542
O -1.154 -0.205 -0.429 0.1259 -0.3749 -0.2127
O 0.256 6.972 -5.464 -0.0950 0.0777 0.4493
O -1.276 3.103 -5.297 0.1090 -2.3543 -0.1098
N 2.492 0.950 4.884 -0.7331 0.1131 -0.8612
N 3.652 1.489 5.307 0.9958 -0.0679 0.8407
N 1.178 1.339 2.874 -0.2819 -1.4745 0.5677
N 3.193 2.439 3.366 -0.3100 -1.4176 2.2999
C 6.544 1.048 3.617 0.6712 0.3875 0.2950
C -0.894 0.048 7.252 -0.5826 -0.1265 -0.2336
C -5.178 -7.976 0.605 -0.3968 -0.2050 0.3308
C 4.066 2.359 4.390 -0.2374 1.7870 -1.4447
C 2.226 1.546 3.716 0.4657 1.6334 -2.0103
C 6.608 2.336 4.479 -0.2036 -0.3208 -0.1582
C 5.336 3.220 4.375 0.3716 -0.8346 -0.5246
C -1.294 0.616 8.597 0.3535 0.4408 0.0698
C -0.572 0.958 -1.038 0.3507 0.3574 0.1795
C 0.308 0.411 -2.137 -0.2626 0.1293 -0.4146
C 0.684 0.816 -6.674 -0.1860 -0.0112 -0.5042
C -1.083 -5.252 -3.923 -0.0241 0.5295 -0.2513
C -0.346 8.146 -6.022 -0.3268 0.0763 -0.4059
C 1.645 1.974 -6.850 0.4449 -0.2461 0.2171
C -5.961 -6.797 0.068 0.0534 -0.1249 -0.6077
C -2.152 -4.933 -2.903 0.3219 -0.1830 0.4815
C -1.247 8.679 -4.927 0.3546 0.3424 0.2362
H 0.019 1.480 -0.280 0.0117 0.0465 -0.0628
H 2.562 1.818 -6.277 0.0054 -0.0370 -0.0508
H 7.452 2.947 4.135 -0.2148 -0.1289 0.2509
H 0.457 2.024 2.720 0.3373 0.0916 -0.0886
H -1.713 -0.514 6.799 -0.0073 0.0559 -0.0125
H -5.781 -6.654 -1.001 -0.0215 -0.0519 0.0086
H 1.096 0.420 2.450 -0.4019 0.1880 0.0990
H -0.119 -5.459 -3.466 -0.0588 -0.2641 -0.0658
H -0.972 -4.444 -4.651 0.0235 0.0036 0.0303
H -2.083 -5.590 -2.037 0.0226 0.0640 0.0074
H 7.509 0.540 3.748 -0.3194 -0.0102 -0.0848
H 1.084 1.110 -2.429 0.1444 -0.1964 0.0748
H -0.280 0.136 -3.013 0.0260 0.0163 0.0093
H -7.029 -6.890 0.245 0.0436 0.2107 0.1859
H -0.596 1.390 8.926 -0.0414 0.0343 -0.0405
H -5.189 -8.825 -0.074 0.2575 0.0685 -0.0389
H 1.906 0.243 5.322 0.5082 0.0583 0.4482
H 6.457 1.284 2.548 -0.2317 -0.1108 0.3453
H 1.896 2.153 -7.892 -0.1484 0.2244 0.0339
H 6.808 2.062 5.529 -0.1722 0.1623 -0.2121
H -0.674 9.218 -4.169 0.0052 0.0388 -0.0572
H -0.099 0.829 -7.436 0.0315 -0.0006 -0.0045
H -0.921 7.851 -6.902 -0.0068 0.0363 0.0130
H 4.111 1.260 6.181 -0.2523 -0.2807 -0.0835
H -2.034 9.323 -5.311 -0.1577 -0.2026 0.0654
H -2.113 -3.899 -2.573 -0.2323 -0.0111 -0.0602
H 5.340 4.030 5.111 -0.2567 -0.3143 -0.0724
H -2.304 1.018 8.597 -0.0557 -0.2206 0.1570
H -1.344 1.624 -1.415 -0.1576 -0.1990 0.0598
H -5.549 -8.289 1.583 -0.0131 0.0038 -0.0245
H 0.418 8.862 -6.313 0.1554 -0.1688 0.1060
H -0.562 0.823 6.562 0.1513 -0.0718 0.0250
H 1.188 -0.147 -6.691 -0.0622 -0.0018 0.2294
H 5.764 0.350 3.949 0.1271 0.1964 -0.2355
```
Forces are in eV/Å.

Output
Kohn-Sham gap: 8.74 eV
LUMO level: -3.321 eV
2S+1: 1
strongest force on any atom: 2.8 eV/Å
charge: +1
highest occupied orbital energy: -12.063 eV

Here are the Mulliken charges for atoms 1 to 5, given in e: -0.04, 1.21, 1.06, 1.01, 1.13

---

No. 3
DFT (the ωB97M-V functional and the def2-TZVPD basis) results for a cluster of 4 separate species, C17H34ClFNO13P in total.

```
68
Properties=species:S:1:pos:R:3:forces:R:3
Cl -0.656 5.519 -1.466 0.0456 -0.1138 -0.0728
P -2.331 2.033 0.833 1.6685 -2.0755 1.3275
F -6.244 3.627 0.201 0.0220 -0.0377 0.0829
O -3.534 2.156 -0.180 0.6679 0.7980 -0.7063
O 1.982 -1.567 -4.706 0.0133 0.0020 0.0206
O 5.563 -1.047 1.394 -0.0260 0.0266 0.0253
O -2.415 -4.610 -1.164 0.0560 0.0041 -0.0841
O -2.170 3.284 1.764 -0.6464 1.0715 -1.0721
O -3.825 -5.557 0.330 0.0429 0.0258 -0.0276
O -2.512 0.838 1.631 -0.4162 -1.1124 1.0590
O 0.660 -1.133 -3.054 0.1695 0.0203 0.0482
O 5.212 -0.551 3.465 -0.0515 0.0324 -0.0204
O 7.137 -1.603 2.920 -0.0484 0.0242 -0.0147
O -2.851 -3.538 0.650 0.0159 -0.0301 -0.0441
O -0.251 -1.675 -5.050 0.0515 -0.0042 0.0091
O -0.913 1.840 0.024 -0.3693 2.3097 -2.3337
N 0.092 2.157 1.003 -1.3466 -1.8261 2.1472
C -3.104 -4.661 -0.022 0.0208 0.1489 0.0461
C -2.578 -5.746 -2.014 0.0272 -0.1166 -0.1590
C 6.388 -1.621 0.377 0.0486 -0.0595 -0.2230
C 0.071 5.293 0.143 0.2642 0.6002 0.5395
C -3.520 -3.426 1.908 -0.0410 0.1463 0.2246
C 1.097 1.360 0.968 0.9417 0.0273 -1.4689
C -2.209 4.579 1.094 -0.2701 0.2537 0.4608
C -5.891 2.417 -0.392 0.1971 0.3293 -0.4000
C -0.921 5.353 1.291 0.0136 -0.6310 0.0043
C -4.798 1.737 0.378 -0.5112 0.4064 0.2605
C -0.655 -0.987 -2.514 -0.3010 0.0806 0.1594
C 2.006 1.109 -0.235 -1.7499 -0.5384 0.6738
C 5.630 -0.550 4.832 -0.0252 0.0460 0.2256
C 6.078 -1.117 2.624 -0.0419 0.0080 -0.0378
C 0.700 -1.477 -4.340 -0.0200 0.0165 0.0609
C 1.420 0.593 2.208 0.3781 1.7015 0.3317
C 2.176 -1.931 -6.073 0.1237 -0.0427 -0.1697
H 3.249 -1.968 -6.237 0.0217 0.0403 0.1500
H 1.750 -2.912 -6.274 -0.1041 0.0456 -0.0162
H 1.738 -1.187 -6.736 -0.1040 -0.0487 0.0093
H -4.929 0.663 0.357 0.4238 -0.2307 -0.1832
H 6.546 -2.681 0.563 0.0814 0.0225 0.0764
H 6.553 0.015 4.951 0.0652 -0.0942 -0.0372
H -3.218 -4.229 2.577 -0.0760 -0.0816 -0.0578
H -0.548 -0.702 -1.471 0.1758 -0.0403 -0.0089
H -3.014 5.139 1.551 -0.2646 -0.0759 0.1816
H -3.618 -5.854 -2.315 -0.0277 -0.0572 0.1004
H -4.850 2.061 1.413 -0.0859 -0.0821 0.1848
H -1.192 -0.194 -3.031 -0.0384 -0.0859 -0.1013
H 1.955 1.961 -0.894 0.0730 0.1175 -0.3388
H -1.149 6.365 1.596 -0.0781 0.3579 -0.2932
H -2.232 -6.651 -1.518 -0.1051 -0.0131 0.0584
H -2.483 4.450 0.052 0.1367 0.0388 -0.1999
H -1.969 -5.566 -2.895 0.0402 0.1388 0.0587
H 5.855 -1.498 -0.562 -0.1196 0.0694 0.0802
H 7.342 -1.101 0.318 0.0408 -0.0593 0.0907
H -0.423 4.898 2.144 0.1174 -0.0419 0.2087
H 5.759 -1.567 5.196 0.1077 -0.0068 -0.0499
H -6.785 1.809 -0.487 -0.1324 -0.0879 0.1814
H 0.781 6.099 0.270 0.1493 0.2394 -0.0969
H -4.600 -3.436 1.770 -0.0022 -0.1228 -0.0113
H -5.507 2.655 -1.380 -0.1107 -0.0421 -0.2386
H 2.308 1.002 2.684 0.2597 -0.4123 0.3200
H -3.222 -2.471 2.333 0.0852 0.0398 -0.1480
H -1.202 -1.926 -2.576 -0.0300 0.0263 -0.0723
H 1.570 -0.436 1.902 0.1979 -0.1724 -0.0768
H 1.667 0.208 -0.737 0.3148 -0.1861 -0.4023
H 0.549 0.672 2.838 -0.0431 -0.1274 0.4580
H 0.651 4.386 0.199 -0.1565 -0.4758 -0.4475
H 2.993 0.965 0.179 0.3664 -0.1010 -0.1178
H 4.840 -0.066 5.399 -0.0820 0.0182 -0.1336
```
Forces are in eV/Å.

Output
Kohn-Sham gap: 8.84 eV
LUMO level: 0.157 eV
2S+1: 1
strongest force on any atom: 3.3 eV/Å
highest occupied orbital energy: -8.687 eV
structure (SMILES): CC(C)=NO[P@](=O)(OCCF)OCCCCl.COC(=O)OC.COC(=O)OC.COC(=O)OC

Here are the Mulliken charges for atoms 1 to 5, given in e: -0.21, 1.02, -0.30, -0.25, -0.30

---

The highest strongest force on any atom belongs to which entry?
C17H34ClFNO13P

---

What is the formula in the second record?
C17H34BrN4O24S6